[1]
55
Properties=species:S:1:pos:R:3:lowdin_spin:R:1 method="wB97M-V/def2-TZVPD" charge=0 spin_multiplicity=5 homo_lumo_gap_ev="6.305 / 6.435" lumo_energy_ev="-2.002 / -2.533" e_homo_ha="-0.305 / -0.330" s_squared=6.07
Co 0.53 0.32 0.18 2.742
P 2.62 -0.02 -2.24 0.008
P 0.98 2.44 -2.21 0.007
O 1.55 3.92 -1.98 0.002
O 0.13 2.42 -3.40 0.005
O 0.36 1.97 -0.88 0.047
O 2.35 1.59 -2.34 0.000
O -1.01 1.63 1.30 0.032
O 4.08 0.02 -1.56 0.001
O 2.66 -0.65 -3.56 0.005
O 1.68 -0.54 -1.17 0.058
N 0.43 -0.85 1.72 0.024
N 1.15 -0.66 2.73 0.056
N 2.07 0.95 1.30 0.052
N -0.99 -0.91 -0.42 0.412
C -1.54 -1.88 -4.42 0.118
C -1.53 -0.55 -4.01 -0.008
C -2.94 -3.26 1.68 -0.020
C -1.42 -1.74 0.60 0.003
C -2.42 1.41 1.36 0.003
C -1.24 -1.26 -1.73 0.049
C -1.37 -0.24 -2.68 0.097
C -1.05 -2.41 2.93 -0.015
C -1.26 -2.61 -2.15 0.093
C 4.10 2.06 1.84 0.016
C -0.67 -1.68 1.81 0.063
C 2.14 0.28 2.47 0.000
C 3.05 1.79 0.98 -0.001
C -2.18 -3.20 2.85 0.069
C 4.14 1.42 3.07 -0.006
C -1.40 -2.90 -3.48 -0.004
C -2.57 -2.54 0.56 0.066
C -3.16 2.69 1.69 0.002
C 3.15 0.52 3.39 0.014
H -0.83 2.31 0.63 0.000
H -4.23 2.49 1.78 0.000
H 3.14 -0.04 4.32 0.001
H 2.08 4.01 -1.18 0.000
H -2.57 0.66 2.14 0.000
H 4.94 1.62 3.77 -0.001
H -2.77 0.99 0.41 0.001
H -1.63 -2.12 -5.47 0.006
H -2.81 3.11 2.63 0.000
H -0.45 -2.35 3.83 -0.002
H -1.60 0.25 -4.73 -0.002
H -1.07 -3.40 -1.43 0.002
H 4.87 2.76 1.54 0.001
H -1.34 0.79 -2.36 0.003
H -3.84 -3.86 1.65 -0.002
H -1.37 -3.93 -3.81 -0.002
H -3.02 3.43 0.90 0.000
H -2.48 -3.77 3.72 0.004
H 4.74 -0.19 -2.22 0.000
H -3.17 -2.55 -0.33 0.003
H 3.00 2.23 0.00 0.000

***

[2]
47
Properties=species:S:1:pos:R:3:mulliken_charge:R:1 method="wB97M-V/def2-TZVPD" charge=0 smiles="O=C(Cc1ccccc1)NC1CCN(S(=O)(=O)c2cccc(F)c2)CC1" spin_multiplicity=1 homo_lumo_gap_ev=9.581 lumo_energy_ev=0.434 e_homo_ha=-0.336
S -1.02 0.53 2.03 1.426
F -0.82 5.06 4.29 -0.311
O -1.08 -0.12 3.30 -0.752
O -1.75 -0.06 0.94 -0.686
O 3.82 -1.87 -2.01 -0.662
N 0.60 0.79 1.68 0.093
N 1.74 -2.12 -1.19 0.062
C -0.05 -2.05 -5.40 -0.623
C -0.05 -3.91 -3.35 -0.171
C 2.41 -3.58 -2.98 -1.169
C -2.55 2.74 1.40 -0.247
C -1.56 2.23 2.22 -0.082
C -1.23 -3.61 -4.01 -0.676
C 1.46 -1.46 1.16 -0.480
C 1.12 -2.36 -4.74 -0.366
C -2.37 4.84 2.55 -0.457
C 1.79 -1.01 -0.27 -0.419
C 0.83 1.24 0.32 -1.046
C 2.75 -2.43 -2.03 0.636
C -0.96 2.99 3.20 -0.480
C -1.23 -2.67 -5.03 -0.432
C -2.96 4.05 1.57 -0.577
C 1.50 -0.27 2.10 -1.153
C -1.38 4.30 3.35 0.215
C 0.81 0.10 -0.69 -0.627
C 1.14 -3.30 -3.71 0.517
H -0.20 2.56 3.83 0.462
H 1.18 -0.56 3.11 0.518
H 2.82 -0.63 -0.31 0.301
H 2.16 -2.22 1.48 0.400
H -2.15 -2.43 -5.55 0.392
H -0.20 -0.31 -0.73 0.341
H -0.06 -4.65 -2.56 0.407
H -2.99 2.10 0.65 0.505
H 2.33 -4.50 -2.39 0.371
H 1.81 1.74 0.31 0.465
H 3.25 -3.69 -3.67 0.325
H 0.45 -1.89 1.18 0.272
H 2.51 0.15 2.15 0.461
H -2.15 -4.10 -3.73 0.392
H 0.85 -2.58 -1.30 0.347
H 2.05 -1.87 -5.02 0.424
H -2.67 5.87 2.70 0.442
H -0.05 -1.32 -6.19 0.392
H -3.73 4.47 0.94 0.390
H 0.06 1.97 0.09 0.434
H 1.08 0.47 -1.68 0.427

***

[3]
49
Properties=species:S:1:pos:R:3:mulliken_charge:R:1 method="wB97M-V/def2-TZVPD" charge=0 smiles="O=C(NCCOc1ccccc1)c1cc(S(=O)(=O)N2CCOCC2)ccc1F" spin_multiplicity=1 homo_lumo_gap_ev=8.983 lumo_energy_ev=0.268 e_homo_ha=-0.320
S 3.08 -1.32 2.45 1.232
F -1.11 -1.99 -1.62 -0.346
O 4.16 -2.21 2.14 -0.725
O 4.18 2.82 1.26 -0.392
O -3.71 0.82 -1.52 -0.119
O 2.51 -1.32 3.76 -0.704
O -1.85 0.44 1.56 -0.673
N 3.61 0.22 2.13 0.030
N -2.91 -1.13 0.33 -0.144
C 1.08 -2.36 -0.91 -0.897
C 1.77 -1.59 1.24 -0.289
C 5.05 1.75 0.96 -0.696
C 4.29 0.43 0.88 -0.446
C -4.67 -0.08 -1.02 -0.501
C -4.92 1.02 -3.63 -0.341
C -4.97 1.58 -4.90 -0.571
C -0.18 -1.85 -0.66 0.539
C 0.51 -1.08 1.48 0.008
C -1.81 -0.53 0.84 0.402
C -3.86 1.31 -2.79 0.616
C -4.20 -0.49 0.38 -1.110
C 3.52 2.60 2.49 -0.741
C -3.96 2.43 -5.33 -0.549
C -2.85 2.16 -3.22 -0.530
C -2.90 2.71 -4.49 -0.381
C 2.07 -2.23 0.05 -0.230
C 2.71 1.31 2.47 -0.372
C -0.50 -1.20 0.53 -0.217
H 1.90 1.40 1.72 0.296
H -2.03 2.38 -2.55 0.414
H 0.30 -0.58 2.42 0.579
H 3.06 -2.62 -0.10 0.541
H 4.97 -0.41 0.74 0.430
H 2.87 3.46 2.64 0.347
H 5.83 1.67 1.73 0.360
H 3.57 0.47 0.04 0.307
H -4.09 0.39 1.01 0.373
H -2.11 3.38 -4.81 0.371
H -5.80 1.35 -5.55 0.353
H -5.72 0.36 -3.32 0.334
H -4.94 -1.17 0.83 0.383
H -4.74 -0.97 -1.66 0.454
H -2.81 -1.90 -0.32 0.215
H 1.27 -2.85 -1.85 0.477
H -5.66 0.39 -0.95 0.417
H 4.26 2.55 3.31 0.368
H 5.51 2.00 0.00 0.344
H 2.28 1.09 3.45 0.407
H -4.01 2.86 -6.32 0.375

***

Number 1: calculated total energy -98596.0467 eV. Number 2: calculated total energy -42719.8365 eV. Number 3: calculated total energy -46813.7875 eV.